ORCA calculation (ωB97M-V with the def2-TZVPD basis set) on a molecular structure, C16H24B3CaF12O12.

XYZ file:
```
68
Properties=species:S:1:pos:R:3:forces:R:3
Ca -0.385702 0.870948 -0.149788 0.12 -1.46 0.50
B -2.731238 -0.754886 2.107243 0.19 -0.27 -0.06
F -1.978969 0.074601 1.194792 -0.08 -0.39 0.07
F -3.199882 -1.873740 1.413454 -0.02 0.19 0.07
F -1.898464 -1.100116 3.181877 -0.02 0.04 -0.11
F -3.788776 0.012845 2.558005 -0.56 0.27 0.26
B -1.394247 3.142043 -0.791126 -1.12 0.93 -0.65
F -2.174306 2.445872 0.145513 -0.47 0.60 0.07
F -1.912615 4.316874 -1.311710 0.14 0.03 0.85
F -0.129433 3.222051 -0.207114 0.83 0.81 0.27
F -1.243838 2.263688 -1.864077 0.33 -0.99 -1.13
B 0.661230 -2.448840 0.907257 -0.22 -1.05 1.34
F 1.791514 -3.073350 0.351889 0.04 0.11 -0.22
F 0.631000 -1.102534 0.478154 0.15 0.72 0.03
F -0.519144 -3.068711 0.548709 -0.02 -0.14 -0.52
F 0.756378 -2.501648 2.326426 0.33 0.27 -0.42
C -1.413201 0.401632 5.966060 -0.57 1.57 -0.04
C -0.098730 1.018058 5.488790 0.15 -1.64 1.14
C 0.874531 -0.088722 5.057048 -0.74 -0.27 0.47
O 1.136703 0.190456 3.686294 0.95 0.42 0.11
C 0.388496 1.224997 3.289419 -1.93 -1.37 0.37
O 0.071161 1.478518 2.172428 1.10 0.65 -0.52
O -0.250372 1.802977 4.328099 0.11 0.60 0.31
H -1.352409 -0.356366 6.746338 0.61 -0.32 -0.34
H -1.978973 0.072208 5.093882 -0.08 -0.24 0.20
H -1.933492 1.214740 6.484380 -0.45 -0.03 -0.32
H 0.311833 1.584728 6.326311 0.19 0.46 -0.35
H 0.390248 -1.062271 5.122153 -0.05 -0.03 -0.36
H 1.711580 -0.134294 5.755711 0.66 0.24 -0.76
C 6.510504 2.134655 -0.519798 -0.44 -0.89 0.10
C 5.455804 1.207893 0.070014 -0.43 -0.07 0.25
C 5.059300 1.533930 1.509523 1.23 -0.08 0.58
O 3.670947 1.319788 1.585483 -0.32 0.27 1.15
C 3.160213 1.368831 0.378352 0.08 -0.73 -1.75
O 2.017543 1.360769 0.054724 0.11 0.28 0.26
O 4.161912 1.341266 -0.543080 0.24 0.36 -0.78
H 6.861890 1.695357 -1.452976 -0.30 0.45 -0.33
H 7.397564 2.084937 0.114492 -0.14 0.43 0.28
H 6.072630 3.125305 -0.618198 0.43 0.15 -0.14
H 5.791132 0.182604 -0.101471 -0.22 -0.14 0.38
H 5.303023 2.575978 1.736120 -0.23 0.10 -0.05
H 5.537622 0.925328 2.275900 0.00 -0.14 -0.15
C 2.908962 -0.973420 -5.783794 0.74 0.31 0.37
C 1.526795 -1.225659 -5.194209 1.21 -0.29 -1.19
C 1.419537 -2.559607 -4.493214 1.66 -0.19 -0.72
O 0.817118 -2.224254 -3.288779 -0.76 -0.40 1.26
C 0.888717 -0.891078 -3.053188 -0.22 -0.65 -0.14
O 0.606355 -0.355267 -2.037447 -0.04 0.12 -0.13
O 1.325854 -0.264744 -4.149917 -0.24 0.07 -1.04
H 3.214366 -1.589040 -6.630626 -0.51 -0.22 -0.03
H 3.654639 -1.157742 -5.005444 -0.06 -0.07 0.09
H 3.086152 0.063195 -6.073895 -0.45 0.05 -0.08
H 0.790837 -1.288033 -5.998614 -0.47 1.24 0.28
H 2.427843 -2.974154 -4.359880 -0.03 0.10 0.61
H 0.948438 -3.316524 -5.121698 -0.88 0.16 0.54
C -6.796107 0.150840 -1.905607 0.51 -0.64 -0.78
C -5.705688 -0.508410 -1.053006 -0.53 0.99 -0.21
C -5.364790 -1.949543 -1.465655 -2.31 0.08 1.22
O -3.993345 -2.006410 -1.551901 0.67 -0.99 -0.57
C -3.470035 -0.793791 -1.477761 0.26 0.66 1.32
O -2.301701 -0.574976 -1.536910 0.19 0.37 -0.46
O -4.428353 0.118555 -1.208359 0.05 0.49 -0.38
H -6.915961 1.226698 -1.796165 0.53 0.04 0.06
H -7.789436 -0.252712 -1.698398 0.16 -0.37 0.19
H -6.533779 -0.136482 -2.927632 -0.35 0.55 -0.27
H -6.059088 -0.343634 -0.033157 0.72 -0.61 0.33
H -5.839715 -2.246766 -2.405179 0.10 0.08 -0.03
H -5.758585 -2.555437 -0.645065 0.43 -0.57 -0.29
```
Forces are in eV/Å.

Values from the calculation:
- charge = -1

---

ORCA calculation (ωB97M-V with the def2-TZVPD basis set) on a molecular structure, C11H10InN3O3S.

XYZ file:
```
29
Properties=species:S:1:pos:R:3:forces:R:3
In 0.057449 0.185888 0.698188 0.11 0.21 0.11
S 1.686169 -1.790952 0.565565 0.29 0.49 -0.29
C 0.111053 -2.546748 0.229527 0.16 -0.64 0.26
C -0.014206 -3.893470 -0.024353 -0.14 0.00 0.13
C -1.295436 -4.384518 -0.292768 0.03 0.02 -0.07
C -2.376061 -3.521630 -0.274549 0.01 0.00 0.01
C -2.169250 -2.171437 -0.014119 0.06 -0.15 -0.03
N -0.941021 -1.705937 0.209669 -0.24 0.42 -0.33
H 0.848744 -4.544749 -0.005310 0.00 0.01 0.01
H -1.434131 -5.433772 -0.517463 -0.01 0.00 0.03
H -3.376860 -3.874486 -0.480840 0.00 0.00 0.04
H -2.986317 -1.463753 0.005706 0.01 0.02 -0.05
O 0.493279 -0.701818 2.491858 0.19 0.34 0.18
O 1.707716 -1.379196 2.149649 -0.25 -0.69 0.03
N 0.601669 7.096665 -1.253803 -0.03 -0.03 0.02
C -0.099555 6.490818 -0.279995 0.06 0.09 -0.04
O -0.840874 7.052357 0.490328 -0.01 0.00 0.01
C 0.039700 4.976119 -0.139856 0.00 -0.03 -0.03
C 0.813336 4.142569 -0.942125 0.03 0.04 -0.01
C 0.801049 2.784781 -0.720137 -0.13 -0.03 0.08
N 0.054648 2.246228 0.268647 -0.25 -0.07 0.02
C -0.688820 3.050383 1.071400 0.13 0.01 -0.15
C -0.710449 4.407927 0.886400 -0.03 0.00 0.03
H 0.493302 8.095303 -1.349273 0.01 0.00 0.01
H 1.220290 6.630669 -1.890993 -0.01 0.00 0.02
H 1.432706 4.514610 -1.745847 -0.02 0.01 0.00
H 1.381587 2.110816 -1.336284 0.01 -0.02 0.02
H -1.263310 2.583751 1.861755 0.02 -0.02 0.01
H -1.307208 5.049581 1.521623 0.00 0.02 -0.02
```
Forces are in eV/Å.

Values from the calculation:
- ΔE to the lowest compared entry with this formula, charge and spin (kcal per mole) = 0.0
- charge = +2

---

Number 1: strongest force on any atom 2.6 eV/Å, LUMO 2.167 eV, HOMO-LUMO gap 9.799 eV. Number 2: strongest force on any atom 0.7 eV/Å, LUMO -8.338 eV, HOMO-LUMO gap 7.586 eV.